DFT (the ωB97M-V functional and the def2-TZVPD basis) results for 7 unconnected molecules or ions with the total composition C20H48Cl8O11P2 in a non-equilibrium geometry.

Positions of all 89 atoms, in Å:
C 6.212 -1.361 2.958
O 5.395 -1.706 4.083
P 3.799 -1.597 4.107
O 3.133 -2.156 2.921
O 3.392 -2.259 5.504
C 3.720 -1.756 6.820
O 3.537 0.022 4.239
C 2.280 0.525 3.739
H 7.080 -0.818 3.331
H 5.869 -0.565 2.296
H 6.498 -2.174 2.289
H 4.724 -2.135 7.014
H 2.939 -2.255 7.393
H 3.642 -0.680 6.973
H 2.524 1.080 2.833
H 1.787 1.362 4.233
H 1.645 -0.341 3.551
C -2.017 -3.711 3.711
O -1.042 -2.733 4.092
P -1.054 -2.033 5.559
O 0.160 -1.223 5.952
O -2.373 -1.132 5.381
C -2.362 0.169 4.753
O -1.522 -3.228 6.604
C -0.897 -4.521 6.676
H -2.970 -3.255 3.442
H -2.290 -4.352 4.549
H -1.660 -4.461 3.004
H -2.621 0.076 3.699
H -1.492 0.818 4.854
H -3.176 0.778 5.149
H -0.136 -4.656 5.907
H -1.712 -5.236 6.779
H -0.385 -4.634 7.632
C -1.979 0.831 -4.682
O -2.651 2.034 -5.045
C -3.336 1.914 -6.281
C -2.342 2.188 -7.481
O -1.614 3.421 -7.294
C -2.294 4.641 -7.395
C -1.276 5.744 -7.134
O -0.277 6.004 -8.065
C 0.742 5.012 -8.159
H -0.933 0.724 -4.969
H -2.495 -0.076 -4.995
H -2.088 0.850 -3.597
H -4.182 2.601 -6.325
H -3.880 0.995 -6.497
H -2.831 2.164 -8.454
H -1.510 1.485 -7.511
H -3.085 4.770 -6.657
H -2.597 4.727 -8.439
H -0.613 5.490 -6.307
H -1.798 6.675 -6.914
H 1.523 5.467 -8.769
H 0.416 4.090 -8.641
H 1.204 4.621 -7.252
Cl -4.718 -4.882 -3.214
C -3.558 -4.574 -1.808
C -2.218 -5.183 -2.178
Cl -0.897 -4.281 -1.313
H -3.911 -4.810 -0.803
H -3.527 -3.485 -1.802
H -2.121 -5.295 -3.258
H -2.170 -6.188 -1.760
Cl -0.999 -0.487 -1.228
C -0.273 -0.821 0.375
C -1.260 -0.248 1.335
Cl -2.932 -0.956 1.162
H 0.734 -0.418 0.481
H -0.113 -1.896 0.291
H -1.355 0.835 1.259
H -0.936 -0.459 2.354
Cl 3.449 0.152 -0.196
C 3.429 -1.522 -0.697
C 4.595 -1.794 -1.649
Cl 6.127 -1.404 -1.020
H 2.458 -1.775 -1.123
H 3.489 -2.137 0.202
H 4.398 -1.117 -2.480
H 4.658 -2.804 -2.054
Cl 1.268 5.465 1.000
C -0.513 5.265 1.006
C -0.982 4.659 2.374
Cl -0.576 2.968 2.875
H -0.736 4.692 0.106
H -0.884 6.287 0.927
H -2.065 4.714 2.488
H -0.597 5.275 3.186

Results
- HOMO-LUMO gap: 9.76 eV
- Structure (SMILES): COP(=O)(OC)OC.COP(=O)(OC)OC.COCCOCCOC.ClCCCl.ClCCCl.ClCCCl.ClCCCl
- Highest occupied orbital energy: -9.339 eV
- ΔE to the lowest compared entry with this formula, charge and spin: 44.9 kcal/mol
- Electronic energy: -5982.754464 Eh
- Max |F|: 3.168 eV Å⁻¹

Atom-resolved charges from Löwdin, all expressed in e: number 1, C, carries -0.103; number 2, O, carries -0.211; number 3, P, carries 0.421; number 4, O, carries -0.245; number 5, O, carries -0.229; number 6, C, carries -0.067; number 7, O, carries -0.230; number 8, C, carries -0.115; number 9, H, carries 0.087; number 10, H, carries 0.072; number 11, H, carries 0.083; number 12, H, carries 0.088; number 13, H, carries 0.087; number 14, H, carries 0.091; number 15, H, carries 0.066; number 16, H, carries 0.067; number 17, H, carries 0.065; number 18, C, carries -0.104; number 19, O, carries -0.238; number 20, P, carries 0.506; number 21, O, carries -0.256; number 22, O, carries -0.221; number 23, C, carries -0.098; number 24, O, carries -0.244; number 25, C, carries -0.101; number 26, H, carries 0.080; number 27, H, carries 0.063; number 28, H, carries 0.095; number 29, H, carries 0.035; number 30, H, carries 0.065; number 31, H, carries 0.089; number 32, H, carries 0.097; number 33, H, carries 0.091; number 34, H, carries 0.084; number 35, C, carries -0.106; number 36, O, carries -0.166; number 37, C, carries -0.201; number 38, C, carries -0.138; number 39, O, carries -0.176; number 40, C, carries -0.190; number 41, C, carries -0.219; number 42, O, carries -0.173; number 43, C, carries -0.108; number 44, H, carries 0.089; number 45, H, carries 0.086; number 46, H, carries 0.053; number 47, H, carries 0.112; number 48, H, carries 0.113; number 49, H, carries 0.117; number 50, H, carries 0.119; number 51, H, carries 0.125; number 52, H, carries 0.132; number 53, H, carries 0.123; number 54, H, carries 0.126; number 55, H, carries 0.087; number 56, H, carries 0.077; number 57, H, carries 0.087; number 58, Cl, carries 0.495; number 59, C, carries -0.606; number 60, C, carries -0.636; number 61, Cl, carries 0.529; number 62, H, carries 0.081; number 63, H, carries 0.046; number 64, H, carries 0.060; number 65, H, carries 0.063; number 66, Cl, carries 0.534; number 67, C, carries -0.617; number 68, C, carries -0.651; number 69, Cl, carries 0.527; number 70, H, carries 0.046; number 71, H, carries 0.039; number 72, H, carries 0.026; number 73, H, carries 0.045; number 74, Cl, carries 0.588; number 75, C, carries -0.664; number 76, C, carries -0.735; number 77, Cl, carries 0.605; number 78, H, carries 0.069; number 79, H, carries 0.057; number 80, H, carries 0.062; number 81, H, carries 0.074; number 82, Cl, carries 0.521; number 83, C, carries -0.597; number 84, C, carries -0.618; number 85, Cl, carries 0.567; number 86, H, carries 0.066; number 87, H, carries 0.065; number 88, H, carries 0.062; number 89, H, carries 0.056